--- w ---
C33H59N4O3PTi | wB97M-V/def2-TZVPD

For the HOMO-LUMO gap (alpha / beta), the calculation gives 4.720 / 7.163 eV. Its net charge is 0. The expectation value of S² is 2.0474. As for the spin multiplicity: 3.

```
101
C33H59N4O3PTi (wB97M-V/def2-TZVPD)
Ti 0.725 0.934 -2.403
N 0.991 1.621 -4.576
C 1.939 0.664 -5.313
C 3.003 0.037 -4.416
N 2.385 -0.651 -3.245
C 3.461 -0.611 -2.131
C 2.804 -0.876 -0.768
N 1.331 -0.479 -0.845
C 2.006 -1.998 -3.748
C 1.727 -3.135 -2.726
N 0.552 -2.902 -1.852
H 0.127 1.686 -5.124
H 1.347 2.574 -4.632
H 2.484 1.222 -6.088
H 1.393 -0.163 -5.802
H 3.582 0.837 -3.979
H 3.673 -0.579 -5.002
H 3.924 0.352 -2.234
H 4.291 -1.348 -2.361
H 3.393 -0.191 -0.069
H 2.913 -1.898 -0.366
H 0.951 -0.470 0.124
H 0.846 -1.354 -1.245
H 2.777 -2.354 -4.440
H 1.146 -1.844 -4.390
H 2.647 -3.363 -2.193
H 1.589 -4.044 -3.364
H 0.230 -3.679 -1.325
H -0.241 -2.598 -2.464
C -3.738 -2.688 -6.288
O -4.461 -2.228 -5.127
C -3.898 -1.359 -4.314
C -4.696 -0.280 -3.790
C -4.110 0.604 -2.977
C -2.716 0.603 -2.725
C -2.170 1.638 -1.968
C -2.884 2.643 -1.108
O -0.809 1.880 -1.880
C -1.824 -0.454 -3.293
O -0.564 -0.484 -2.958
C -2.498 -1.410 -4.032
H -2.907 -3.356 -6.026
H -3.309 -1.888 -6.962
H -4.418 -3.324 -6.868
H -5.749 -0.159 -3.965
H -4.727 1.444 -2.682
H -3.970 2.502 -0.992
H -2.818 3.684 -1.404
H -2.348 2.596 -0.148
H -1.852 -2.171 -4.486
C 2.790 4.390 -3.290
C 2.163 3.969 -1.963
C 0.814 4.762 -1.712
C 2.053 2.496 -1.609
H 2.298 4.059 -4.197
H 2.711 5.459 -3.444
H 3.873 4.145 -3.335
H 2.867 4.422 -1.226
H 0.089 4.709 -2.533
H 0.965 5.860 -1.613
H 0.293 4.490 -0.789
H 1.762 2.389 -0.590
H 3.046 2.000 -1.653
C -0.538 -1.799 7.112
C 0.398 -2.102 5.956
C 1.841 -2.083 6.496
C 0.121 -3.580 5.375
P 0.224 -0.888 4.374
C -1.523 -0.927 4.013
C -1.920 -1.546 2.833
C -3.267 -1.648 2.502
C -4.216 -1.211 3.445
C -3.839 -0.650 4.632
C -2.502 -0.490 4.897
C 0.598 0.949 4.669
C 0.429 1.541 6.062
C -0.266 1.818 3.778
C 2.106 0.996 4.195
H -0.282 -2.387 8.037
H -1.599 -2.006 6.818
H -0.397 -0.708 7.346
H 1.844 -2.875 7.325
H 2.076 -1.091 6.953
H 2.669 -2.360 5.815
H 0.584 -4.277 6.102
H 0.694 -3.765 4.431
H -0.923 -3.789 5.355
H -1.227 -2.138 2.264
H -3.562 -2.140 1.560
H -5.264 -1.348 3.241
H -4.549 -0.206 5.344
H -2.179 -0.027 5.802
H -0.558 1.430 6.444
H 0.696 2.623 6.020
H 1.105 1.037 6.797
H -1.356 1.799 3.956
H -0.098 1.547 2.749
H -0.034 2.864 3.846
H 2.672 0.476 4.953
H 2.557 2.018 4.291
H 2.232 0.608 3.137
```

---

--- x ---
C33H59N4O3PTi | wB97M-V/def2-TZVPD

For the HOMO-LUMO gap (alpha / beta), the calculation gives 4.761 / 7.708 eV. Its net charge is 0. The expectation value of S² is 2.0422. As for the spin multiplicity: 3.

```
101
C33H59N4O3PTi (wB97M-V/def2-TZVPD)
Ti 1.703 1.629 -1.406
N 3.152 0.939 -4.743
C 3.946 -0.209 -4.281
C 3.085 -1.257 -3.617
N 2.405 -0.854 -2.305
C 0.921 -1.084 -2.331
C 0.182 -0.128 -3.245
N 0.791 1.232 -3.278
C 2.805 -1.709 -1.187
C 4.279 -1.874 -1.067
N 5.025 -0.642 -1.347
H 3.076 0.935 -5.741
H 3.579 1.817 -4.519
H 4.747 0.086 -3.608
H 4.415 -0.694 -5.175
H 3.833 -2.037 -3.438
H 2.349 -1.692 -4.310
H 0.686 -2.101 -2.683
H 0.642 -0.906 -1.294
H -0.852 -0.077 -2.786
H 0.131 -0.555 -4.225
H 0.132 1.989 -3.361
H 1.474 1.265 -4.041
H 2.297 -2.700 -1.226
H 2.313 -1.242 -0.277
H 4.725 -2.552 -1.815
H 4.499 -2.321 -0.061
H 6.056 -0.879 -1.390
H 4.917 0.048 -0.613
C 2.776 -1.400 4.951
O 3.765 -0.524 4.347
C 3.597 0.414 3.359
C 4.593 1.409 3.352
C 4.577 2.367 2.389
C 3.735 2.207 1.216
C 3.832 2.988 0.001
C 4.804 4.102 -0.113
O 3.166 2.780 -1.123
C 2.696 1.185 1.307
O 1.913 0.875 0.237
C 2.532 0.451 2.440
H 3.342 -2.171 5.451
H 2.006 -1.860 4.269
H 2.236 -0.917 5.777
H 5.363 1.362 4.127
H 5.059 3.338 2.508
H 4.445 4.782 -0.865
H 5.825 3.763 -0.467
H 5.088 4.491 0.876
H 1.654 -0.155 2.523
C -1.396 4.412 -1.816
C 0.070 4.138 -1.615
C 0.648 5.410 -0.949
C 0.247 2.904 -0.687
H -1.622 5.417 -2.261
H -1.950 4.421 -0.888
H -1.923 3.659 -2.445
H 0.676 4.059 -2.522
H 0.171 5.507 0.052
H 0.429 6.255 -1.574
H 1.703 5.387 -0.757
H 0.765 3.200 0.217
H -0.716 2.422 -0.480
C -5.654 -3.331 1.842
C -4.552 -3.615 0.832
C -3.738 -4.787 1.327
C -5.167 -3.882 -0.576
P -3.299 -2.101 0.605
C -4.478 -0.701 0.605
C -4.429 0.043 -0.607
C -5.320 1.024 -0.939
C -6.218 1.371 0.052
C -6.289 0.719 1.282
C -5.417 -0.291 1.572
C -2.241 -1.790 2.132
C -2.932 -1.964 3.528
C -1.683 -0.357 1.979
C -1.084 -2.794 2.041
H -6.170 -4.279 2.024
H -6.456 -2.644 1.529
H -5.254 -2.999 2.805
H -4.396 -5.559 1.787
H -3.126 -4.471 2.210
H -3.206 -5.250 0.510
H -5.847 -4.760 -0.579
H -4.383 -4.156 -1.259
H -5.697 -2.992 -0.926
H -3.656 -0.242 -1.313
H -5.220 1.550 -1.875
H -6.989 2.153 -0.105
H -7.053 0.990 1.973
H -5.558 -0.912 2.446
H -3.662 -1.143 3.773
H -2.165 -1.845 4.309
H -3.289 -2.990 3.717
H -2.355 0.358 2.413
H -1.479 -0.165 0.880
H -0.693 -0.243 2.461
H -1.348 -3.792 1.703
H -0.590 -2.864 3.052
H -0.325 -2.394 1.322
```

---

Of them, w has the highest stability.

---

--- w ---
C8H14O | wB97M-V/def2-TZVPD

The SMILES is C=C/C(=C\C)C(=C)C.O. For the HOMO-LUMO gap, the calculation gives 9.656 eV. Its net charge is 0. As for the spin multiplicity: 1.

```
23
C8H14O (wB97M-V/def2-TZVPD)
C -0.239 -0.488 -2.743
C 0.090 -1.104 -1.621
C 0.193 -0.591 -0.231
C -0.936 -0.608 0.508
C -2.334 -1.101 0.284
C 1.283 0.335 0.117
C 1.105 1.657 0.228
C 2.743 -0.149 -0.150
H -0.096 0.538 -3.029
H -0.603 -1.113 -3.546
H -0.114 -2.189 -1.678
H -0.873 -0.324 1.563
H -2.449 -1.252 -0.780
H -2.421 -1.934 1.012
H -3.040 -0.328 0.557
H 0.089 2.099 0.169
H 1.852 2.386 0.555
H 3.464 0.055 0.634
H 2.660 -1.237 -0.291
H 2.922 0.376 -1.098
O -1.234 1.616 2.885
H -1.322 1.903 1.969
H -1.702 0.767 2.927
```

---

--- x ---
C8H14O | wB97M-V/def2-TZVPD

For the HOMO-LUMO gap (alpha / beta), the calculation gives 7.645 / 7.648 eV. Its net charge is 0. As for the spin multiplicity: 1.

```
23
C8H14O (wB97M-V/def2-TZVPD)
C -1.563 0.892 -0.688
C -1.958 1.120 0.773
O -0.819 1.877 -1.198
C -0.834 -0.589 -0.737
C -1.272 -1.735 -0.734
H 0.247 1.422 -1.572
H -2.455 0.697 -1.299
H -1.076 1.204 1.408
H -2.515 2.056 0.838
H -2.583 0.301 1.134
H -1.564 -2.757 -0.732
C 1.481 -0.173 0.742
C 1.039 -1.281 1.693
C 1.110 -0.360 -0.718
C 1.391 0.709 -1.613
H 2.575 -0.106 0.761
H 1.117 0.800 1.079
H 1.305 -1.358 -1.085
H -0.045 -1.314 1.793
H 1.374 -2.258 1.337
H 1.463 -1.122 2.686
H 1.993 1.525 -1.221
H 1.588 0.450 -2.648
```

---

Of them, w has the highest stability.

---

--- w ---
C7H14N | wB97M-V/def2-TZVPD

The SMILES is C=CC(=C)C[C@@H](C)[NH3+]. For the HOMO-LUMO gap, the calculation gives 9.647 eV. Its net charge is +1. As for the spin multiplicity: 1.

```
22
C7H14N (wB97M-V/def2-TZVPD)
C 1.024 1.888 1.227
C 1.607 0.656 1.159
C 0.935 -0.616 0.823
C 1.523 -1.783 1.065
C -0.532 -0.614 0.558
C -0.881 -0.453 -0.952
C -2.308 0.138 -1.129
N 0.199 0.352 -1.604
H 1.548 2.679 1.857
H 0.153 2.477 0.873
H 2.575 0.498 1.642
H 2.617 -1.887 1.167
H 0.998 -2.772 1.017
H -0.985 0.129 1.187
H -0.916 -1.580 0.957
H -0.852 -1.424 -1.311
H -2.348 0.720 -0.211
H -2.557 0.791 -1.992
H -3.045 -0.686 -1.054
H 0.083 1.295 -1.465
H 0.152 0.220 -2.609
H 1.009 -0.028 -1.206
```

---

--- x ---
C7H14N | wB97M-V/def2-TZVPD

For the HOMO-LUMO gap (alpha / beta), the calculation gives 7.773 / 7.772 eV. Its net charge is +1. As for the spin multiplicity: 1.

```
22
C7H14N (wB97M-V/def2-TZVPD)
C -0.477 2.209 0.219
C 0.959 1.932 0.237
C 0.126 -0.616 -1.014
C -1.264 -0.879 -1.149
C 1.670 0.910 -0.019
C 2.908 0.204 -0.147
C -1.948 -1.985 1.018
N -2.106 -1.436 -0.288
H -0.887 2.192 1.241
H -0.929 1.385 -0.410
H 1.531 2.604 0.846
H 0.630 -1.370 -0.386
H 0.694 -0.215 -1.898
H -1.933 -0.593 -1.934
H 2.550 -0.800 -0.056
H 3.516 0.507 0.765
H 3.356 0.621 -1.071
H -1.824 -3.118 1.043
H -1.042 -1.560 1.354
H -2.841 -1.707 1.722
H -0.659 3.308 -0.235
H -2.878 -1.800 -0.781
```

---

Of them, w has the highest stability.

---

--- w ---
C7H14N | wB97M-V/def2-TZVPD

For the HOMO-LUMO gap, the calculation gives 5.054 eV. Its net charge is +1. As for the spin multiplicity: 1.

```
22
C7H14N (wB97M-V/def2-TZVPD)
C -2.288 0.604 0.179
C -1.825 -0.824 0.277
C -0.359 -0.764 -0.179
C 0.024 -1.374 -1.304
C 0.595 -0.429 0.966
C 2.061 -0.533 0.641
C 2.905 0.413 0.241
N -0.485 2.209 -0.593
H -3.189 0.538 -0.439
H -2.598 1.080 1.110
H -2.336 -1.541 -0.368
H -1.857 -1.267 1.278
H -0.723 -1.828 -1.947
H 1.068 -1.487 -1.557
H 0.225 -1.146 1.695
H 0.352 0.538 1.410
H 2.452 -1.549 0.577
H 2.543 1.438 0.336
H 3.910 0.271 -0.131
H -1.359 1.560 -0.449
H -0.231 2.031 -1.567
H -0.809 3.171 -0.487
```

---

--- x ---
C7H14N | wB97M-V/def2-TZVPD

The SMILES is C=C/C=C/CCC[NH3+]. For the HOMO-LUMO gap, the calculation gives 7.590 eV. Its net charge is +1. As for the spin multiplicity: 1.

```
22
C7H14N (wB97M-V/def2-TZVPD)
C -1.434 2.711 -3.000
C -1.472 1.704 -2.089
C -0.261 0.958 -1.739
C -0.317 -0.111 -0.948
C 0.903 -0.773 -0.387
C 1.111 -0.606 1.238
C 0.107 -1.193 2.138
N 0.831 -1.906 3.287
H -2.189 3.401 -3.141
H -0.473 2.735 -3.635
H -2.323 1.835 -1.293
H 0.572 1.413 -1.999
H -1.262 -0.670 -0.660
H 1.011 -1.932 -0.607
H 1.751 -0.190 -0.853
H 2.239 -0.987 1.376
H 1.318 0.403 1.607
H -0.527 -0.425 2.461
H -0.759 -2.008 1.760
H 1.205 -1.231 3.999
H 1.550 -2.608 2.898
H 0.241 -2.540 3.791
```

---

Of them, x has the highest stability.

---

--- w ---
C7H14N | wB97M-V/def2-TZVPD

The SMILES is C=C/C=C(/C)CC[NH3+]. For the HOMO-LUMO gap, the calculation gives 7.986 eV. Its net charge is +1. As for the spin multiplicity: 1.

```
22
C7H14N (wB97M-V/def2-TZVPD)
C 2.232 1.425 1.944
C 1.948 1.732 0.680
C 0.656 1.770 -0.085
C -0.288 0.786 -0.246
C -1.413 1.090 -1.094
C -0.139 -0.641 0.352
C -1.160 -1.566 -0.145
N -0.560 -2.771 -0.760
H 3.260 1.594 2.367
H 1.603 1.147 2.625
H 2.923 2.229 0.196
H 0.662 2.820 -0.419
H -1.295 0.693 -2.071
H -2.471 0.949 -0.713
H -1.705 2.152 -1.345
H -0.281 -0.452 1.423
H 0.998 -0.930 0.132
H -1.792 -1.099 -0.876
H -1.976 -1.627 0.629
H -0.369 -3.404 0.043
H 0.289 -2.385 -1.270
H -1.123 -3.513 -1.367
```

---

--- x ---
C7H14N | wB97M-V/def2-TZVPD

For the HOMO-LUMO gap, the calculation gives 9.209 eV. Its net charge is +1. As for the spin multiplicity: 1.

```
22
C7H14N (wB97M-V/def2-TZVPD)
C 1.646 0.751 -0.980
C 0.739 1.644 -0.735
C 1.114 -0.278 0.034
C 0.155 0.946 0.321
C 0.358 -1.465 -0.552
C 2.076 -0.787 1.093
C -1.021 1.116 1.110
N -2.587 -0.074 -0.574
H 2.488 0.722 -1.704
H 0.656 2.594 -1.125
H -0.278 -1.125 -1.357
H -0.396 -1.951 0.155
H 1.171 -2.194 -0.958
H 2.206 -1.845 0.902
H 1.806 -0.615 2.109
H 2.977 -0.099 0.958
H -1.030 0.749 2.119
H -1.655 0.516 0.376
H -1.478 2.130 1.052
H -3.429 -0.300 0.005
H -2.314 -0.939 -1.071
H -3.203 0.503 -1.178
```

---

--- y ---
C7H14N | wB97M-V/def2-TZVPD

For the HOMO-LUMO gap, the calculation gives 6.303 eV. Its net charge is +1. As for the spin multiplicity: 1.

```
22
C7H14N (wB97M-V/def2-TZVPD)
C 0.185 -1.304 2.299
C 0.520 -2.009 1.220
C -0.663 1.835 -1.907
C -1.301 0.411 -1.895
C -0.656 0.994 -0.629
C 0.657 -2.826 0.078
C 1.232 1.366 0.784
N 0.591 0.568 -0.154
H 0.227 -1.921 3.138
H 0.042 -0.185 2.260
H 0.263 1.910 -2.303
H -1.299 2.690 -1.924
H -2.309 0.240 -1.946
H -0.782 -0.417 -2.426
H -1.428 1.184 0.119
H 1.727 -2.839 -0.273
H -0.234 -2.777 -0.613
H 0.500 -3.853 0.368
H 2.136 0.774 1.234
H 1.664 2.240 0.444
H 0.521 1.695 1.525
H 1.294 0.191 -0.866
```

---

Of them, x has the highest stability.

---

--- w ---
C2H7O2P | wB97M-V/def2-TZVPD

The SMILES is C=O.CPO. For the HOMO-LUMO gap, the calculation gives 9.554 eV. Its net charge is 0. As for the spin multiplicity: 1.

```
12
C2H7O2P (wB97M-V/def2-TZVPD)
C 2.314 -0.794 0.167
O 2.445 0.392 0.003
H 1.372 -1.376 0.423
H 3.270 -1.353 -0.052
C -1.689 -0.540 -0.166
P -0.631 0.763 0.613
O -0.200 1.592 -0.769
H -2.033 -1.151 0.652
H -2.706 -0.022 -0.452
H -1.032 -1.138 -0.883
H -1.713 1.666 0.979
H 0.604 1.961 -0.517
```

---

--- x ---
C2H7O2P | wB97M-V/def2-TZVPD

For the HOMO-LUMO gap, the calculation gives 7.806 eV. Its net charge is 0. As for the spin multiplicity: 1.

```
12
C2H7O2P (wB97M-V/def2-TZVPD)
C 1.615 -0.162 0.469
C 1.000 0.785 -0.449
O -3.399 -0.183 0.203
O -1.186 0.912 0.187
P -1.980 -0.355 -0.106
H 1.809 -1.128 0.006
H 2.530 0.263 0.888
H 0.958 -0.325 1.330
H 0.709 0.493 -1.443
H 1.056 1.842 -0.244
H -1.722 -0.729 -1.431
H -1.390 -1.413 0.589
```

---

--- y ---
C2H7O2P | wB97M-V/def2-TZVPD

For the HOMO-LUMO gap (alpha / beta), the calculation gives 7.017 / 8.954 eV. Its net charge is 0. As for the spin multiplicity: 1.

```
12
C2H7O2P (wB97M-V/def2-TZVPD)
C -0.468 -0.268 2.762
C -0.580 -0.124 -1.591
O 1.023 0.913 0.196
O 0.216 0.611 -2.490
P 0.879 -0.502 -0.391
H -1.413 -0.788 2.812
H 0.403 -0.938 2.766
H -0.231 0.653 2.247
H -0.944 -0.986 -2.016
H -1.377 0.399 -1.098
H 0.481 1.412 -1.954
H 2.010 -0.382 -1.241
```

---

Of them, w has the highest stability.

---

--- w ---
C3H9OS | wB97M-V/def2-TZVPD

For the HOMO-LUMO gap, the calculation gives 6.393 eV. Its net charge is -1. As for the spin multiplicity: 1.

```
14
C3H9OS (wB97M-V/def2-TZVPD)
C -1.614 -0.264 1.375
C -0.295 0.333 0.818
C -0.487 1.431 -0.223
S 0.816 1.523 -1.575
H -1.612 -1.229 1.999
H -1.895 0.629 1.851
H -2.406 -0.538 0.560
H 0.313 -0.431 0.270
H 0.328 0.669 1.682
H -1.422 1.351 -0.727
H -0.494 2.345 0.327
H 2.456 -1.759 -1.506
H 3.367 -1.701 -2.766
O 2.946 -2.361 -2.084
```

---

--- x ---
C3H9OS | wB97M-V/def2-TZVPD

For the HOMO-LUMO gap, the calculation gives 6.835 eV. Its net charge is -1. As for the spin multiplicity: 1.

```
14
C3H9OS (wB97M-V/def2-TZVPD)
C -0.989 1.274 -1.460
C -0.376 -0.124 -1.296
C 0.116 -0.463 0.175
S -0.764 0.323 1.673
H -0.330 1.996 -0.824
H -1.025 1.513 -2.464
H -2.015 1.371 -1.046
H 0.629 0.009 -1.841
H -0.935 -0.918 -1.639
H -0.049 -1.676 0.114
H 1.217 -0.464 0.287
H 2.047 -0.788 2.195
H 0.830 -0.717 3.142
O 1.643 -1.335 2.983
```

---

Of them, w has the highest stability.

---

--- w ---
C2H3NOS | wB97M-V/def2-TZVPD

The SMILES is N#C[C@H](O)S. For the HOMO-LUMO gap, the calculation gives 10.309 eV. Its net charge is 0. As for the spin multiplicity: 1.

```
8
C2H3NOS (wB97M-V/def2-TZVPD)
N -2.733 0.249 2.098
C -1.754 0.308 1.512
C -0.574 0.263 0.711
O 0.183 1.361 1.069
S -1.233 0.339 -1.057
H -0.184 -0.703 0.764
H 1.002 1.675 0.568
H -1.691 1.644 -0.934
```

---

--- x ---
C2H3NOS | wB97M-V/def2-TZVPD

The SMILES is O=CNC=S. For the HOMO-LUMO gap, the calculation gives 8.725 eV. Its net charge is 0. As for the spin multiplicity: 1.

```
8
C2H3NOS (wB97M-V/def2-TZVPD)
O -2.477 -0.285 -0.166
C -1.360 -0.529 0.148
N -0.637 0.714 0.191
C 0.738 0.795 -0.118
S 1.822 -0.391 -0.024
H -0.830 -1.443 0.254
H -1.287 1.518 -0.111
H 0.985 1.872 0.048
```

---

Of them, x has the highest stability.

---

--- w ---
C2H3NOS | wB97M-V/def2-TZVPD

For the HOMO-LUMO gap (alpha / beta), the calculation gives 8.954 / 8.955 eV. Its net charge is 0. As for the spin multiplicity: 1.

```
8
C2H3NOS (wB97M-V/def2-TZVPD)
C -0.706 -0.945 1.342
C 0.361 0.640 -0.781
N 0.799 -0.305 0.205
O -1.266 -0.290 2.124
S -0.001 -1.827 0.196
H 0.340 0.225 -1.795
H -0.623 1.056 -0.542
H 1.096 1.446 -0.749
```

---

--- x ---
C2H3NOS | wB97M-V/def2-TZVPD

For the HOMO-LUMO gap (alpha / beta), the calculation gives 9.169 / 9.168 eV. Its net charge is 0. As for the spin multiplicity: 1.

```
8
C2H3NOS (wB97M-V/def2-TZVPD)
C 0.558 -0.863 -0.121
C -1.314 0.469 0.042
N -0.613 -0.326 -0.631
O 2.341 1.074 -0.194
S 2.075 -0.316 0.177
H 0.225 -1.908 0.165
H -2.201 0.893 -0.387
H -1.072 0.978 0.949
```

---

Of them, x has the highest stability.